No. 1
C45H123N15O15 | ωB97M-V/def2-TZVPD

Values from the calculation:
Spin multiplicity   1
E_tot   -3738.0583 Eh
Relative energy (zero: lowest compared OMol25 entry of this formula, charge and spin)   1.077 eV
Orbital gap   0.326 Ha
SMILES   COC[C@H](C)N.COC[C@H](C)N.COC[C@H](C)N.COC[C@H](C)N.COC[C@H](C)N.COC[C@H](C)N.COCCNCCOC.COCCNCCOC.COCCNCCOC.NC(N)=O.NC(N)=O.NC(N)=O

Each line ends with the Mulliken charge.
CARTESIAN COORDINATES (ANGSTROEM)
C1 3.40718 0.78338 -1.93159  0.34
O1 4.41954 0.47635 -2.53978  -0.76
N1 2.78559 1.99088 -2.10703  -0.04
N2 2.63980 -0.04705 -1.15838  0.76
H1 3.33185 2.63698 -2.64581  0.24
H2 1.93775 2.23230 -1.63257  0.08
H3 2.96039 -0.98611 -1.05213  -0.19
H4 1.87740 0.35912 -0.64697  -0.28
C2 -2.65534 1.89108 3.76201  0.62
O2 -1.95365 2.79038 3.32490  -0.52
N3 -2.52453 0.59881 3.31012  -0.24
N4 -3.66936 2.05423 4.67534  -0.46
H5 -3.19455 -0.11266 3.53136  0.13
H6 -1.77245 0.37130 2.68307  0.02
H7 -3.90193 3.00035 4.91063  0.24
H8 -4.04018 1.27452 5.17995  0.16
C3 3.58478 -2.28519 4.97901  0.44
O3 3.88947 -1.13210 5.12568  -0.65
N5 2.74589 -3.02926 5.78519  -0.37
N6 3.97946 -3.05561 3.90621  -0.08
H9 2.32592 -2.52910 6.54977  0.24
H10 2.19836 -3.79254 5.41938  0.19
H11 3.82241 -4.04195 3.80286  0.25
H12 4.55850 -2.61477 3.21538  0.10
C4 1.16233 -5.25806 -2.57719  -0.70
O4 1.13232 -4.02052 -3.24127  -0.54
C5 0.74392 -2.88954 -2.48251  0.66
C6 -0.73105 -3.04048 -2.09525  2.90
N7 -1.57351 -3.46709 -3.22802  -0.43
C7 -2.52251 -4.54368 -2.86294  0.17
C8 -3.27949 -5.00815 -4.08925  -0.92
O5 -2.44114 -5.89063 -4.79259  -0.26
C9 -3.06106 -6.31374 -5.99858  -0.82
H13 1.38067 -5.24389 -1.50423  0.15
H14 1.95313 -5.82906 -3.07275  0.48
H15 0.26843 -5.86280 -2.77725  0.20
H16 0.90437 -2.00061 -3.08920  -0.14
H17 1.32317 -2.85555 -1.55491  -0.22
H18 -1.18991 -2.07917 -1.83483  -1.87
H19 -0.70238 -3.59072 -1.14530  -1.02
H20 -0.90506 -3.80492 -3.91936  0.63
H21 -3.16563 -4.04018 -2.13103  -0.05
H22 -2.01404 -5.33703 -2.30172  0.21
H23 -3.63992 -4.14465 -4.65706  0.42
H24 -4.19137 -5.47094 -3.67161  0.43
H25 -3.90717 -6.97074 -5.77655  0.31
H26 -2.31966 -6.90636 -6.53896  0.25
H27 -3.33335 -5.49000 -6.66325  0.33
C10 3.56075 -3.14408 0.49300  -0.27
O6 2.49775 -2.23747 0.50074  -0.09
C11 1.60137 -2.56343 1.59674  0.51
C12 0.44091 -1.56510 1.57537  0.42
N8 0.61509 -0.52154 2.58515  -0.12
C13 1.31491 0.71222 2.14311  -0.94
C14 0.52210 1.68079 1.27123  0.71
O7 1.40745 2.40361 0.45016  -0.52
C15 0.85308 3.56525 -0.14826  -0.57
H28 4.28755 -2.88594 1.28461  0.02
H29 4.10149 -3.05367 -0.44859  -0.29
H30 3.34928 -4.18995 0.75533  0.36
H31 2.15048 -2.59819 2.54398  -0.41
H32 1.30758 -3.59096 1.34524  -0.13
H33 -0.42863 -2.19685 1.79139  -0.23
H34 0.32353 -1.24366 0.53838  -0.49
H35 1.23816 -0.88549 3.29569  0.34
H36 2.28224 0.42369 1.71370  0.29
H37 1.54532 1.29122 3.04048  0.49
H38 -0.11950 2.34709 1.86120  0.54
H39 -0.22980 1.11292 0.68940  -0.62
H40 1.58740 4.13666 -0.71189  0.35
H41 0.56149 4.16314 0.72586  0.06
H42 -0.00244 3.38142 -0.78503  0.31
C16 -4.04954 6.22414 -3.27004  -0.85
O8 -3.61252 5.66431 -2.06082  -0.23
C17 -3.56280 4.26412 -2.04843  -0.13
C18 -4.87765 3.54279 -2.35416  -0.84
N9 -5.94897 3.91975 -1.41664  -0.29
C19 -5.79436 3.27875 -0.09691  -0.41
C20 -7.18467 3.20439 0.53514  -0.61
O9 -7.07568 2.75106 1.86939  -0.26
C21 -8.32417 2.74795 2.56384  -0.78
H43 -3.50454 5.94367 -4.18042  0.31
H44 -3.96429 7.31136 -3.22745  0.26
H45 -5.11495 6.01609 -3.42602  0.32
H46 -3.19077 3.92456 -1.07410  0.18
H47 -2.76441 3.84740 -2.69085  0.25
H48 -4.75032 2.46941 -2.25663  0.35
H49 -5.21106 3.90157 -3.32797  0.39
H50 -5.91311 4.91384 -1.21114  0.36
H51 -5.04979 3.78134 0.52948  0.35
H52 -5.44804 2.24396 -0.19289  0.10
H53 -7.76061 2.44940 -0.00998  0.33
H54 -7.61207 4.20537 0.39720  0.33
H55 -8.52515 1.71193 2.83777  0.24
H56 -9.13442 3.12424 1.93649  0.37
H57 -8.23038 3.40478 3.42838  0.24
C22 5.90137 -2.95959 -2.82490  -1.59
C23 4.62322 -2.97676 -3.64083  1.85
C24 4.69774 -2.07057 -4.86423  -0.64
O10 3.72232 -2.39465 -5.83605  -0.38
C25 3.21773 -1.25079 -6.48714  -0.52
N10 4.09024 -4.33701 -3.91757  -0.89
H58 6.09402 -1.90677 -2.60313  0.28
H59 6.74662 -3.35473 -3.40366  0.48
H60 5.88351 -3.61545 -1.95625  0.37
H61 3.85563 -2.53597 -2.97730  -0.99
H62 5.68796 -2.23318 -5.31464  0.17
H63 4.58202 -1.03869 -4.52894  0.46
H64 2.61389 -0.64010 -5.79528  0.00
H65 2.55568 -1.58020 -7.28129  0.31
H66 4.03317 -0.58012 -6.77524  0.38
H67 3.20796 -4.49172 -3.44726  0.34
H68 3.73086 -4.22310 -4.86907  0.41
C26 2.32713 -8.02903 4.28103  -1.60
C27 3.06542 -6.71807 4.09237  0.74
C28 4.20302 -6.83141 3.10117  -1.03
O11 4.70967 -5.55395 2.77282  -0.13
C29 5.85782 -5.60861 1.93838  -0.91
N11 2.10649 -5.64222 3.66003  -0.33
H69 2.99396 -8.88736 4.40247  0.42
H70 1.67007 -8.28240 3.44809  0.31
H71 1.72290 -7.99276 5.18859  0.37
H72 3.39915 -6.28449 5.03891  0.25
H73 3.91651 -7.38365 2.19295  0.40
H74 5.02035 -7.43495 3.52298  0.52
H75 5.96240 -4.68115 1.37857  0.24
H76 5.73620 -6.41518 1.21045  0.39
H77 6.72805 -5.74910 2.58216  0.28
H78 1.19917 -5.99585 3.37187  0.26
H79 2.49450 -5.26673 2.79722  -0.26
C30 -2.15854 0.49915 -1.86584  -0.20
C31 -2.54569 0.40209 -3.34531  0.37
C32 -1.34234 0.39188 -4.25098  -0.27
O12 -0.61875 1.58198 -4.06517  -0.17
C33 0.51455 1.72036 -4.87792  -0.65
N12 -3.28500 -0.86012 -3.45905  -0.75
H80 -2.96941 0.21044 -1.19840  0.69
H81 -1.61449 1.39321 -1.60299  -0.22
H82 -1.40453 -0.27585 -1.66198  -0.67
H83 -3.22198 1.22516 -3.58405  0.49
H84 -1.60125 0.16932 -5.29156  0.46
H85 -0.72632 -0.47048 -3.93438  -0.26
H86 1.28631 1.07309 -4.44063  0.00
H87 0.90347 2.73955 -4.93813  0.31
H88 0.43671 1.49990 -5.95398  0.31
H89 -2.76598 -1.72368 -3.29872  0.13
H90 -4.02599 -0.87049 -2.76907  0.35
C34 -1.32606 -7.28166 2.88580  -1.59
C35 -1.54147 -6.48714 1.62008  0.67
C36 -2.46235 -5.29104 1.77491  -1.07
O13 -2.25296 -4.42942 0.68086  0.09
C37 -3.04289 -3.27811 0.72142  -0.59
N13 -0.27140 -6.04750 1.03235  -0.03
H91 -0.50175 -7.98455 2.74441  0.30
H92 -2.21098 -7.88180 3.09651  0.47
H93 -1.02835 -6.68002 3.74707  0.36
H94 -2.04457 -7.12839 0.87737  0.27
H95 -2.21966 -4.80397 2.73720  0.37
H96 -3.52465 -5.54688 1.86423  0.32
H97 -2.88593 -2.77357 -0.23390  -0.10
H98 -2.69383 -2.58071 1.49661  0.20
H99 -4.13215 -3.29896 0.85379  0.37
H100 -0.48093 -5.55758 0.16660  -0.37
H101 0.29348 -6.83325 0.72636  0.31
C38 3.25793 8.83920 2.12765  -1.28
C39 2.98632 8.34215 0.71044  0.33
C40 2.47351 6.92876 0.74393  0.49
O14 3.39771 5.95545 1.18977  -0.38
C41 3.20876 5.35544 2.43077  -0.44
N14 1.81593 9.15287 0.27047  -0.55
H102 3.69923 9.84148 2.11964  0.44
H103 4.11082 8.29456 2.55234  0.29
H104 2.36047 8.74514 2.72957  0.14
H105 3.83533 8.50461 0.04372  0.34
H106 2.14714 6.57549 -0.24555  0.27
H107 1.56072 6.76355 1.32843  -0.55
H108 3.59548 6.05337 3.19274  0.26
H109 3.78771 4.44306 2.55060  0.30
H110 2.17631 5.13506 2.73231  0.07
H111 2.09880 10.12900 0.29541  0.25
H112 1.56693 9.00080 -0.70400  0.21
C42 -1.11185 6.37557 2.32289  -0.71
C43 -0.99816 7.58684 3.23343  1.35
C44 -2.25358 8.40697 3.34789  -0.95
O15 -2.78641 8.88729 2.11290  -0.30
C45 -1.92071 9.74769 1.41520  -0.45
N15 -0.69329 7.07912 4.59512  -0.78
H113 -1.75729 5.61520 2.76934  0.43
H114 -0.11635 5.93149 2.26955  -0.65
H115 -1.47773 6.61814 1.32518  0.42
H116 -0.12223 8.15175 2.89122  -0.40
H117 -2.17201 9.31507 3.96370  0.37
H118 -3.02988 7.78071 3.79033  0.30
H119 -0.89949 9.35877 1.36183  0.05
H120 -1.87599 10.74680 1.87220  0.30
H121 -2.28273 9.84921 0.39321  0.25
H122 -0.47268 7.87057 5.19801  0.29
H123 0.19339 6.58148 4.55771  0.25

Cartesian forces, eV/Å:
-1.7299 0.0859 -0.3836
0.3092 -0.2585 0.3329
0.9817 0.0477 -0.5110
0.9613 0.2984 -0.8218
-0.3003 0.3544 0.0772
0.2181 0.1018 0.0047
-0.2528 -0.1158 0.4833
0.0964 -0.3428 0.2857
-0.0503 -0.5868 -0.6277
-0.3092 0.0676 0.3704
-0.0853 0.1160 0.1834
0.4980 0.3121 -0.4533
-0.0112 0.0179 0.0191
0.2120 0.0212 0.1840
-0.0327 -0.0415 0.2659
-0.1400 0.0913 0.0941
-0.7551 -2.1654 -1.1940
0.2318 0.8692 0.4603
-0.1780 0.5634 1.0069
0.4567 0.8540 -0.0669
0.0149 0.0871 -0.0175
0.2339 -0.0758 -0.3546
0.0392 0.0956 0.2729
0.1355 0.0610 0.1829
0.1017 -0.9706 -0.6573
0.3446 0.3789 -0.1451
-0.8057 -0.4062 0.2586
-0.3040 1.2613 0.0697
0.9647 -1.0484 0.3767
0.6456 1.6595 0.1005
-0.2925 -0.0869 1.7714
-0.6397 0.3741 -0.6229
0.7448 -0.6193 -0.0500
-0.0551 0.4320 0.0091
0.0805 -0.0629 0.2484
-0.2646 0.3349 0.2904
0.2718 -0.1030 -0.1202
0.1627 0.3332 -0.1043
0.6914 0.0671 0.4703
-0.7430 -0.7828 -0.4242
-0.3640 -0.2498 -0.1256
-0.4583 -0.4122 -0.1904
-0.1824 -0.3415 -0.3275
0.3878 0.0057 -0.3127
0.0817 -0.5273 -0.5373
-0.1987 0.2173 -0.1050
-0.0356 -0.0143 0.0935
-0.2207 0.1505 0.2654
1.5597 0.3359 0.6344
-0.3101 -0.5843 0.8534
0.2471 -0.1605 -1.5853
0.7051 -1.3859 0.6107
-0.4705 1.1439 -0.5513
0.3990 -0.0099 0.5575
-1.1154 -0.6173 -0.1879
0.5771 -0.4165 -0.8854
-0.1703 0.4677 1.7132
-0.0622 0.1880 -0.2885
-0.1662 -0.2126 -0.1526
-0.6827 0.0104 -0.5331
-0.1327 0.2209 -0.0699
-0.5591 0.0164 0.4169
-0.2648 0.4246 0.1692
-0.0055 0.5003 0.1507
-0.3415 -0.1412 0.2311
-0.0936 0.4156 -0.4691
0.1572 -0.3327 0.1582
0.3577 0.0831 0.2425
0.2613 -0.0039 -0.3879
0.3641 -0.3498 0.1065
-0.3957 0.4721 -0.5235
-0.4006 -0.3130 -0.1574
-0.6884 0.5799 -0.4611
0.2122 0.0964 0.0516
0.9240 -1.6811 0.1536
-0.3338 1.7849 0.6869
0.2040 -0.6154 0.6762
-0.2856 -0.4752 -0.1548
0.8910 -0.2781 -0.1911
-0.2609 0.6697 0.0888
0.6083 -0.0416 -0.3936
0.1956 -0.5027 0.2982
0.1143 -0.0649 0.4124
0.0609 -0.0297 -0.1638
-0.3266 0.5418 0.2628
-0.2259 0.4405 -0.4875
0.0847 -0.1022 -0.5274
0.0180 -0.7566 -0.3042
0.0487 0.0783 -0.4743
-0.2678 0.0786 0.2572
0.1392 0.1029 -0.2875
-0.2039 0.3653 -0.3278
-0.4296 -0.1225 0.4871
-0.2453 0.1091 0.2897
-0.0222 -0.0566 -0.0287
-0.1251 -0.1860 0.1810
0.5581 -0.0298 -0.9956
-1.9258 -0.4810 1.6630
0.7364 -0.4950 -0.0697
-0.2853 -0.0094 0.0845
-0.1883 0.3715 0.9036
0.4741 0.2686 -1.3977
0.2330 -0.1721 0.4665
-0.0963 0.1840 -0.1811
-0.4178 0.3068 0.2526
0.1666 0.3197 -0.1121
0.0140 0.3456 -0.0988
0.1997 0.0411 0.0123
-0.0438 -0.1908 0.0376
0.2921 0.0747 -0.3275
-0.0511 -0.2028 -0.6317
0.3435 0.4482 0.4151
0.2425 -0.5733 -0.0414
0.2045 -0.4877 0.5053
-1.1865 1.1061 -0.2525
0.8103 -0.5730 0.1063
-0.4534 0.1242 -0.2808
-0.2403 -0.1620 0.2272
0.3359 -0.1728 -0.6213
0.1652 0.1513 0.0431
0.0679 0.2648 -0.1392
-0.1077 0.0556 -0.0755
0.6203 -0.7442 0.1075
-0.3459 0.2384 -0.0593
-0.1002 0.0107 0.2447
-0.1150 0.1407 0.1881
0.2599 -0.0796 0.0349
0.2042 -0.1810 -0.2868
0.0834 -0.2299 0.0919
-0.2510 0.2980 0.0504
1.4032 -0.4190 -0.1033
-0.5276 -0.8898 1.4549
0.5090 -0.8336 0.2887
-0.6544 0.9120 -0.5982
1.1907 -0.4354 -0.2266
-0.8122 -0.1484 -0.8047
-0.2612 0.6763 0.0055
-0.3672 0.7209 0.3045
-0.0673 0.0418 -0.2215
0.0263 -0.0084 -0.2774
-0.1642 0.4555 -0.0776
0.0859 0.0527 -0.0317
0.2565 0.1441 -0.3453
-0.3474 0.1333 0.8395
-0.7637 -0.5703 0.2351
0.5540 0.3257 -0.3013
-0.1486 0.1538 -0.1468
0.2083 -0.3064 -0.0172
-0.2413 -0.5336 -1.3308
0.3512 0.4137 1.0417
-0.9021 -0.3300 0.1133
0.3391 1.7225 -0.3214
0.3392 0.3539 -0.0312
-0.0919 -0.0898 -0.1663
-0.0212 0.1338 0.3104
-0.3028 0.1907 -0.0210
-0.0195 -0.2309 0.2375
0.1432 0.3334 -0.2492
0.0746 -0.3661 -0.2064
0.0446 0.0470 0.0453
0.1317 -0.1278 0.0695
0.0391 -1.1270 0.0431
0.0070 0.2262 0.2061
-0.1428 -0.2343 0.3260
1.7795 -0.2601 -0.3713
-1.5690 0.9676 0.6467
-0.4868 -1.9191 -0.2046
0.6772 -0.4115 -0.9806
0.2316 0.9377 1.5482
0.2578 0.3348 -0.3914
-0.7235 0.2759 -0.0592
-0.4510 -0.4256 0.1628
0.0292 0.1726 0.1658
0.2008 -0.4477 0.1317
0.2706 0.4231 -0.2232
0.0171 0.9428 0.2423
-0.1410 -0.2287 0.1923
0.0537 -0.0785 -0.5531
-0.1550 0.0205 -0.5402
-0.1373 -0.0060 0.1463
0.1049 -0.3103 0.0636
-0.2085 -0.1135 0.2272
0.9558 -0.5564 0.5091
-0.8837 0.9174 -0.5512
-0.0139 -0.6476 -0.1681
0.3529 0.1252 -0.0228
0.2615 0.3669 0.1308
-0.1037 0.0860 -0.0303
-0.0509 -0.1157 -0.2401
0.1199 0.0639 -0.0042
-0.3343 0.4172 -0.1990
0.5399 -0.3330 0.4219
-0.0013 -0.0141 -0.0495
-0.0273 0.0196 -0.0543
-0.0606 -0.0488 0.0631
-0.1630 -0.0058 0.0502
-0.2343 0.0004 -0.0050
-0.1785 -0.2349 -0.0818


No. 2
C15H23NS | ωB97M-V/def2-TZVPD

Values from the calculation:
Spin multiplicity   1
E_tot   -1037.9119 Eh
Orbital gap   0.330 Ha

Each line ends with the natural charge from an NBO analysis.
CARTESIAN COORDINATES (ANGSTROEM)
C1 2.44410 0.97616 -2.71429  -0.27
C2 2.82520 -0.00307 -1.92265  -0.15
C3 1.98314 -1.17312 -1.56521  -0.32
C4 0.73992 -1.16753 -2.14125  -0.13
C5 0.17760 -0.02536 -3.07397  -0.22
C6 1.17261 0.93701 -3.30995  -0.18
H1 0.90135 1.75858 -3.90268  0.21
H2 -0.84530 -0.26395 -3.34121  0.24
S1 -0.40820 -2.60491 -1.87971  0.24
C7 0.34256 -3.30915 -0.32841  -0.53
C8 0.35932 -2.67269 0.96458  -0.36
C9 -1.11088 -2.23160 1.27194  -0.43
C10 -1.10001 -1.00624 2.45412  -0.13
N1 -0.49126 0.09995 2.48939  -0.62
H3 0.36664 0.13585 2.02921  0.35
C11 -1.10495 1.09716 1.61438  -0.10
C12 -0.82224 2.70225 1.99923  -0.39
C13 -1.09311 3.40107 0.77129  -0.40
H4 -0.84045 4.31802 0.90577  0.21
C14 -0.56608 2.43876 -0.28754  -0.41
H5 -1.16048 2.72609 -1.39048  0.21
H6 0.57638 2.45606 -0.38750  0.22
C15 -1.00634 0.96646 0.16270  -0.41
H7 -0.06128 0.30340 -0.11325  0.23
H8 -2.18696 0.57519 -0.45663  0.21
H9 -2.31855 3.54143 0.75191  0.18
H10 -1.40901 3.02990 2.82190  0.21
H11 0.09111 2.47360 2.35253  0.20
H12 -2.16943 0.91496 1.82103  0.19
H13 -2.00490 -1.00081 2.97755  0.20
H14 -0.53153 -1.73738 3.41576  0.11
H15 -1.65776 -1.60083 0.43242  0.22
H16 -1.59893 -3.01412 1.65651  0.19
H17 0.96395 -1.47785 0.59600  0.14
H18 0.90695 -2.97102 1.65429  0.20
H19 1.31974 -3.88192 -0.42874  0.22
H20 -0.46508 -4.22142 -0.23709  0.22
H21 2.74249 -1.99997 -0.99671  0.26
H22 3.92138 -0.11336 -1.65817  0.20
H23 3.11829 1.62439 -3.00705  0.21

Cartesian forces, eV/Å:
-3.7271 -2.2671 -0.1576
1.5332 -4.1451 2.2566
3.7996 0.9607 -0.2871
-2.3016 0.0145 -1.2400
4.4655 -2.8381 3.5012
-2.7451 -0.7749 0.3352
-0.2865 1.0444 -1.0140
0.1795 0.9556 -0.5625
2.1269 1.2781 1.0405
-0.9224 -5.6808 -1.4938
-5.5875 10.0796 -7.5940
2.3632 7.2825 -0.5125
-0.3452 -13.0224 3.3082
3.0477 8.7021 -1.7745
2.7587 -1.0886 0.0671
-4.4575 1.8727 2.8316
-2.6740 -4.5442 0.5695
-4.5902 -4.8114 -1.1337
2.4696 6.0830 -0.4322
-1.6915 0.5655 -3.9851
2.3171 -0.8720 2.8857
-1.6838 0.2273 -0.0416
0.5078 -0.1943 -4.0271
-2.4532 0.8075 0.1238
4.0380 1.0584 1.8879
2.7664 -0.7641 -0.4296
-0.6264 -0.0046 0.8331
4.0678 0.8076 0.8950
-0.1223 0.5167 0.1648
-2.0944 0.3874 0.0630
-1.1483 1.5547 -2.2316
1.2481 -2.3146 1.0307
-2.4439 -2.7678 1.3536
-1.4692 -3.1961 1.5345
4.6228 -3.3542 6.2796
-1.0363 0.8332 -0.8710
1.8208 1.6817 -0.2204
-3.2763 1.9291 -1.5579
-1.4440 0.4499 0.0303
2.9940 3.5481 -1.4258